{
  "formula": "C5H26NO6S2",
  "method": "ωB97M-V/def2-TZVPD",
  "gap_ev": [3.05, 8.86],
  "charge": 0,
  "lumo_energy_ha": [0.0134, 0.0072],
  "mol_weight_g_mol": 260.40,
  "s2": 0.75,
  "multiplicity": 2,
  "species": ["N", "C", "C", "C", "S", "S", "C", "C", "H", "H", "H", "H", "H", "H", "H", "H", "H", "H", "H", "H", "H", "H", "H", "H", "O", "H", "H", "O", "H", "H", "O", "H", "H", "O", "H", "H", "O", "H", "H", "O"],
  "xyz": [[1.09984, -0.55759, 0.39260], [2.26256, -1.51865, 0.40591], [3.46499, -0.79721, 0.96949], [2.46456, -2.16542, -0.95577], [3.05290, -1.03243, -2.23182], [1.71402, -0.71604, -3.78637], [-0.00271, -0.41934, -3.30964], [-0.36185, 1.06291, -3.08564], [0.86069, -0.13547, -0.50508], [1.24575, 0.08122, 1.17885], [0.13364, -0.91137, 0.60800], [1.92168, -2.23710, 1.14506], [3.57334, -0.79635, 2.04650], [3.50047, 0.26760, 0.70241], [4.34194, -1.20607, 0.48168], [1.62044, -2.79950, -1.24118], [3.33119, -2.82753, -0.81689], [-0.24241, -1.03553, -2.43607], [-0.54075, -0.75252, -4.18935], [-1.16780, 1.28586, -3.79457], [0.46256, 1.76501, -3.26947], [-0.77731, 1.45179, -2.15756], [-3.03476, 1.76161, -2.14740], [-4.04994, 1.34197, -1.05188], [-3.13389, 1.61105, -1.20059], [-1.21568, 2.20875, -0.11280], [0.20933, 2.28326, -0.32077], [-0.42196, 1.74195, 0.19209], [-1.68720, -2.23114, 0.99664], [-2.27791, -1.01067, 0.37271], [-1.52483, -1.27157, 0.95394], [0.02816, -0.60116, 3.37780], [0.20981, 0.76268, 3.22151], [0.77330, -0.03584, 3.11359], [-2.21815, 0.84996, 3.23922], [-1.46183, 1.98797, 3.95900], [-1.49862, 1.01881, 3.87899], [-3.55665, 1.94605, 1.53017], [-3.91589, 0.54896, 2.10032], [-3.18104, 1.08109, 1.74633]],
  "atomic_forces_ev_per_a": [[-0.5996, -0.2633, -0.0830], [-1.4464, 0.6432, 0.3992], [0.7394, 0.8430, -0.7220], [0.4636, -0.8450, 0.3137], [-0.2741, 1.0143, 0.1449], [0.2696, -0.9081, -0.5250], [0.3462, 1.0873, 1.4088], [-0.3967, 1.0157, -0.6116], [0.8902, 0.6761, 0.0402], [-0.3407, 0.5209, -0.2069], [0.0549, -0.7267, 0.3190], [0.2163, -0.6028, -0.1790], [-0.2202, -0.4699, 0.1852], [-0.2723, -0.2000, -0.2251], [0.4197, -0.1936, 0.3116], [0.0259, 0.2581, -0.1647], [-0.3052, -0.1271, -0.0965], [-0.2197, -0.1252, -0.3565], [-0.0570, -0.4502, 0.0584], [0.2807, 0.2559, -0.1516], [-0.0059, -0.4229, -0.4059], [0.0998, -1.1078, 0.4444], [-0.2607, -0.0735, -0.0589], [0.0310, -0.1058, -0.0429], [0.3034, 0.2464, 0.0852], [-0.7459, -0.6844, 0.4373], [0.2873, -0.4173, 0.5054], [0.4927, 1.1388, -0.7832], [0.1665, -0.0788, 0.2009], [0.2948, 0.4828, 0.1815], [-0.3470, -0.4510, -0.3230], [0.4946, -0.6066, -0.1466], [0.5592, 0.0570, -0.1638], [-0.5873, 0.3003, 0.1141], [0.3440, 0.3231, -0.2019], [-0.2178, -0.5128, -0.0085], [-0.0918, 0.6267, 0.4358], [-0.0992, -0.0432, -0.0048], [-0.0052, 0.1213, -0.3486], [-0.2871, -0.1947, 0.2243]]
}